Record 1
{"formula": "C14H36CaN2O6", "method": "ωB97M-V/def2-TZVPD", "elements": ["Ca", "C", "O", "H", "H", "H", "C", "O", "H", "H", "H", "C", "O", "C", "C", "N", "C", "C", "O", "C", "H", "H", "H", "H", "H", "H", "H", "H", "H", "H", "H", "H", "H", "H", "H", "C", "O", "C", "C", "N", "C", "C", "O", "C", "H", "H", "H", "H", "H", "H", "H", "H", "H", "H", "H", "H", "H", "H", "H"], "coordinates": [[0.161693, 0.479216, 1.006771], [2.876735, 1.361442, -1.263684], [1.893249, 0.640541, -0.627326], [3.910481, 1.304917, -0.896697], [2.973439, 1.248168, -2.360740], [2.594443, 2.436678, -1.236051], [-0.768004, 0.987412, 4.495317], [-0.641535, 0.729059, 3.140795], [-0.745971, 0.055924, 5.098475], [0.117628, 1.531310, 4.875013], [-1.724771, 1.493346, 4.688582], [-4.516481, 0.458336, -3.333049], [-3.398774, 0.233708, -2.491581], [-2.258644, 0.936660, -2.928185], [-1.155312, 0.680873, -1.890100], [-1.657719, 0.939766, -0.519591], [-1.923397, 2.313868, -0.078658], [-0.649609, 3.150450, -0.080628], [0.298326, 2.781527, 0.925737], [1.112100, 3.887355, 1.289399], [-4.220626, 1.000197, -4.234711], [-5.266351, 1.069752, -2.825112], [-5.006125, -0.456112, -3.667385], [-2.388050, 2.012891, -3.072931], [-1.906704, 0.512847, -3.875632], [-0.238436, 1.249787, -2.048471], [-0.817649, -0.353594, -1.937383], [-2.577633, 0.503505, -0.512518], [-2.305211, 2.298900, 0.945145], [-2.673068, 2.804635, -0.711100], [-1.015453, 4.177779, 0.008838], [-0.149636, 3.051442, -1.049237], [1.977471, 3.410622, 1.745904], [0.610491, 4.591103, 1.957599], [1.449062, 4.450104, 0.413025], [3.137925, 0.727553, 2.639272], [2.000407, 0.015095, 2.283661], [2.144834, -1.379964, 2.354057], [0.872676, -2.170802, 1.860500], [0.400885, -1.766632, 0.517619], [-0.407684, -2.751249, -0.183820], [0.447020, -3.613619, -1.116475], [-0.427390, -4.496310, -1.779596], [0.259158, -5.471327, -2.542230], [3.959913, 0.566696, 1.937867], [3.532581, 0.497150, 3.640404], [2.928713, 1.789290, 2.753270], [2.445146, -1.647367, 3.374079], [3.015667, -1.682545, 1.749585], [0.133121, -1.838333, 2.599269], [1.064478, -3.236044, 1.995883], [1.195156, -1.549027, -0.087223], [-1.128406, -2.280022, -0.865194], [-1.035126, -3.328474, 0.494565], [1.201973, -4.138893, -0.511668], [1.001994, -2.991675, -1.829352], [1.216073, -5.073879, -2.883055], [-0.353710, -5.771110, -3.390730], [0.424637, -6.382925, -1.960522]], "atomic_forces_ev_per_a": [[0.203, 1.142, 1.102], [-1.005, 1.204, -0.352], [-0.226, -0.788, 0.226], [0.032, -0.301, 0.428], [-0.136, -0.718, -0.062], [0.390, 0.262, 0.254], [0.428, -0.801, -0.860], [0.018, -0.266, -0.988], [-0.296, 0.020, 0.014], [-0.372, 0.491, 0.138], [0.231, 0.271, 0.482], [-0.327, 0.458, -0.287], [-0.369, 0.214, -0.265], [1.521, -0.623, 0.126], [-0.391, 0.680, 0.237], [-0.788, -0.663, -0.005], [0.831, 0.151, -0.286], [-0.448, 0.199, -0.579], [-1.146, 1.343, -0.471], [0.544, -0.496, -0.132], [0.032, -0.020, -0.011], [0.037, -0.007, 0.115], [0.269, -0.266, 0.280], [-0.507, 0.049, 0.123], [-0.090, 0.146, -0.158], [-0.134, 0.118, -0.244], [-0.230, -0.118, 0.076], [0.254, -0.395, 0.288], [-0.065, -0.251, -0.030], [0.121, 0.160, -0.021], [0.492, 0.153, 0.344], [0.033, 0.195, -0.042], [0.053, 0.484, 0.221], [-0.120, -0.269, 0.156], [-0.012, -0.197, -0.094], [1.115, 0.419, 0.682], [-0.276, -0.321, 0.303], [0.744, -1.100, -0.806], [0.593, 1.547, 1.266], [0.690, -0.967, 0.063], [-0.329, 0.043, -1.047], [-0.262, -0.345, 0.924], [0.163, -0.054, -0.148], [-0.115, -0.159, 0.126], [-0.096, 0.097, -0.237], [-0.306, -0.617, -0.025], [-0.370, -0.020, -0.577], [-0.584, -0.249, 0.099], [-0.095, 0.119, -0.245], [-0.406, -0.417, -0.170], [0.065, -0.053, -0.203], [0.230, 0.255, 0.078], [0.018, 0.331, 0.293], [0.353, -0.220, 0.148], [-0.039, -0.237, -0.104], [-0.117, 0.153, -0.049], [0.050, -0.109, -0.191], [-0.043, 0.256, -0.082], [0.195, 0.088, 0.179]], "total_charge": 0}

=====

Record 2
{"formula": "C39H34CaN2OP", "method": "ωB97M-V/def2-TZVPD", "elements": ["Ca", "C", "C", "C", "C", "C", "C", "C", "C", "C", "C", "C", "C", "C", "C", "C", "N", "H", "H", "H", "H", "H", "H", "H", "H", "H", "H", "C", "C", "C", "C", "C", "O", "C", "N", "C", "C", "C", "C", "C", "C", "P", "C", "C", "C", "C", "C", "C", "C", "C", "C", "C", "C", "C", "H", "H", "H", "H", "H", "H", "H", "H", "H", "H", "H", "H", "H", "H", "H", "H", "H", "H", "H", "H", "H", "H", "H", "H"], "coordinates": [[-0.286703, -0.818810, -1.294230], [-1.903266, -4.931073, 0.270950], [-3.073999, -4.505385, 0.882816], [-3.425532, -3.168848, 0.827830], [-2.603376, -2.241905, 0.173743], [-1.412392, -2.642466, -0.483892], [-1.107797, -4.009173, -0.397561], [-2.992249, -0.796088, 0.192403], [-4.218408, -0.380629, 0.789219], [-4.556856, 0.927424, 0.829424], [-3.682019, 1.905887, 0.300686], [-3.968335, 3.287347, 0.345148], [-3.078611, 4.198346, -0.149363], [-1.862518, 3.748139, -0.706451], [-1.576749, 2.410948, -0.766776], [-2.486376, 1.451010, -0.269056], [-2.163446, 0.107789, -0.336676], [-1.620716, -5.976614, 0.312141], [-3.713434, -5.209199, 1.399820], [-4.339905, -2.873365, 1.323579], [-0.205428, -4.387222, -0.873093], [-4.887777, -1.113853, 1.206728], [-5.494356, 1.237738, 1.276306], [-4.904950, 3.611574, 0.784965], [-3.299367, 5.256900, -0.111024], [-1.146273, 4.468772, -1.082613], [-0.629938, 2.079400, -1.182985], [-0.471547, -0.418206, -4.286842], [0.086545, 1.008363, -4.187120], [0.230309, 1.536740, -5.617747], [1.447171, 1.117408, -3.483933], [2.006042, 2.538931, -3.523188], [2.469701, 2.775370, -2.181155], [2.062448, 1.754074, -1.412380], [1.463041, 0.790298, -2.021551], [2.416494, 1.957870, 0.033179], [3.141097, 3.128171, 0.294769], [3.543169, 3.460492, 1.574506], [3.224370, 2.626785, 2.631964], [2.509474, 1.466278, 2.391542], [2.098159, 1.103638, 1.111605], [1.222695, -0.507347, 0.944051], [2.559428, -1.712244, 1.220688], [3.159222, -2.278413, 0.096613], [4.218576, -3.166634, 0.228603], [4.677829, -3.503168, 1.493332], [4.079660, -2.951875, 2.620491], [3.027113, -2.059788, 2.485408], [0.097940, -0.604054, 2.364439], [-0.258361, -1.853021, 2.870155], [-1.287705, -1.962032, 3.795317], [-1.975290, -0.829854, 4.211207], [-1.635716, 0.415926, 3.697310], [-0.606362, 0.528535, 2.774225], [-1.385605, -0.427698, -4.876652], [-0.756096, -0.876338, -3.345072], [0.249672, -1.081281, -4.767701], [-0.625900, 1.644641, -3.648739], [0.976325, 0.952444, -6.164580], [0.527269, 2.584951, -5.656124], [-0.713311, 1.449711, -6.155979], [2.128541, 0.422721, -3.982754], [1.245500, 3.286540, -3.742172], [2.845595, 2.667213, -4.198698], [3.394802, 3.788143, -0.519384], [4.101077, 4.372520, 1.739833], [3.529904, 2.874098, 3.640557], [2.256597, 0.822458, 3.225547], [2.808984, -2.016411, -0.895632], [4.678486, -3.599009, -0.650871], [5.499029, -4.200063, 1.603635], [4.433403, -3.219860, 3.608244], [2.559222, -1.647490, 3.371925], [0.247054, -2.747549, 2.525744], [-1.558408, -2.936654, 4.181789], [-2.775553, -0.917052, 4.935761], [-2.173066, 1.301641, 4.014122], [-0.358247, 1.503437, 2.369675]], "atomic_forces_ev_per_a": [[0.668, 0.492, -0.600], [-0.019, 0.019, 0.010], [0.007, -0.013, -0.006], [0.058, 0.009, 0.065], [-0.010, 0.066, -0.112], [-0.456, -0.704, 0.378], [-0.029, 0.041, -0.005], [0.212, -0.033, -0.019], [0.028, -0.096, -0.026], [-0.097, 0.083, 0.049], [-0.160, 0.047, 0.087], [-0.023, 0.032, 0.018], [0.104, -0.014, -0.049], [-0.072, 0.050, 0.031], [0.121, -0.093, -0.047], [0.226, -0.309, -0.053], [-0.856, 0.365, 0.436], [0.004, 0.013, -0.006], [0.007, -0.004, -0.006], [0.029, -0.035, -0.005], [0.003, 0.010, 0.000], [0.001, 0.034, -0.025], [0.010, 0.016, -0.011], [0.036, -0.020, -0.018], [0.025, -0.026, -0.006], [-0.024, -0.016, 0.006], [-0.055, 0.014, 0.019], [0.264, 0.232, -0.043], [-0.083, -0.052, -0.020], [0.012, 0.015, -0.064], [0.022, -0.140, 0.188], [0.070, 0.063, 0.151], [0.010, -0.072, -0.148], [0.095, -0.073, 0.103], [-0.193, 0.171, -0.137], [-0.107, -0.086, -0.140], [-0.024, -0.036, -0.001], [-0.007, 0.000, 0.037], [0.012, 0.025, 0.036], [0.003, -0.037, 0.015], [-0.054, -0.014, -0.075], [0.536, 0.126, 0.282], [-0.009, -0.002, 0.031], [0.040, -0.001, 0.006], [-0.047, 0.031, 0.051], [-0.008, 0.007, 0.028], [0.003, -0.012, -0.021], [0.011, -0.010, 0.088], [-0.016, 0.043, -0.024], [-0.074, -0.019, 0.009], [0.016, 0.028, -0.008], [0.020, 0.005, -0.004], [0.012, -0.034, -0.012], [-0.028, 0.018, 0.034], [-0.007, 0.013, -0.047], [-0.199, -0.130, -0.351], [-0.007, -0.035, -0.001], [-0.022, 0.001, 0.020], [-0.021, 0.023, 0.018], [0.004, -0.037, 0.015], [0.004, 0.001, 0.027], [0.066, -0.064, 0.018], [-0.059, 0.045, 0.013], [0.033, 0.026, -0.030], [-0.004, -0.015, 0.017], [-0.002, -0.019, 0.001], [-0.007, -0.005, -0.018], [0.012, 0.006, -0.030], [-0.026, 0.019, -0.030], [-0.019, 0.018, 0.017], [-0.022, 0.019, -0.002], [-0.009, 0.007, -0.033], [0.015, 0.005, -0.021], [-0.002, 0.012, 0.003], [0.014, 0.028, -0.013], [0.017, -0.001, -0.029], [0.020, -0.025, -0.010], [0.007, 0.002, 0.000]], "total_charge": 1}

=====

The records above yield strongest force on any atom values of 2.1; 1.0 eV/A, respectively.
The records above yield energy relative to the best compared isomer or geometry (same formula, charge and spin) values of 44.3; 4.0 kcal per mole, respectively.
The records above yield frontier orbital gap values of 7.55; 7.77 eV, respectively.